{"formula": "C7H10O", "method": "ωB97M-V/def2-TZVPD", "orbital_gap_ha": [0.2281, 0.2871], "e_above_lowest_kcal_mol": 37.8, "multiplicity": 3, "homo_ev": [-5.51, -9.46], "species": ["C", "C", "C", "C", "C", "C", "C", "O", "H", "H", "H", "H", "H", "H", "H", "H", "H", "H"], "xyz": [[2.6046, 0.7553, -0.3599], [1.4768, 0.1518, -0.1354], [3.6645, 1.3409, -0.9305], [0.3478, -0.4200, 0.4199], [-1.8598, -0.8718, -0.9902], [-1.8238, 0.3109, 1.2764], [-1.0415, 0.1372, -0.0396], [0.3075, -1.5301, 1.1911], [3.5159, 2.2324, -1.7166], [4.6886, 1.0163, -0.7479], [-2.2095, -0.3770, -1.9418], [-2.6745, -1.2604, -0.4843], [-1.1937, -1.7320, -1.3021], [-1.2953, -0.1678, 2.0802], [-2.8879, -0.0734, 1.1506], [-1.8758, 1.2954, 1.6812], [-0.9332, 1.0132, -0.6681], [1.1893, -1.8208, 1.5172]]}

***

{"formula": "C4H3N", "method": "ωB97M-V/def2-TZVPD", "orbital_gap_ha": 0.3347, "e_above_lowest_kcal_mol": 72.8, "multiplicity": 1, "homo_ev": -8.75, "species": ["C", "C", "C", "C", "N", "H", "H", "H"], "xyz": [[1.6790, 0.3499, 0.2227], [0.6164, -0.0521, -0.3356], [-0.6298, -0.5403, -0.5247], [-1.7074, 0.3574, -0.7027], [-2.5769, 1.1057, -0.8789], [2.7151, 0.7007, 0.1045], [0.6982, -0.3081, 0.9151], [-0.7648, -1.6072, -0.6358]]}

***

{"formula": "C24H19N5O8RhSSe", "method": "ωB97M-V/def2-TZVPD", "orbital_gap_ha": 0.2683, "e_above_lowest_kcal_mol": 0.0, "charge": -1, "multiplicity": 1, "homo_ev": -5.35, "species": ["Rh", "O", "C", "N", "C", "O", "C", "C", "C", "C", "C", "N", "C", "C", "C", "C", "C", "N", "H", "H", "H", "H", "H", "H", "H", "H", "C", "C", "C", "C", "C", "C", "C", "S", "O", "O", "N", "C", "C", "C", "C", "C", "N", "H", "H", "H", "H", "H", "H", "H", "H", "H", "H", "H", "O", "Se", "O", "O", "O"], "xyz": [[0.4056, 0.4113, -0.2533], [0.2327, -0.0010, 3.7819], [0.4231, 0.2540, 2.6098], [-0.3109, -0.0910, 1.5200], [-1.5693, -0.6396, 1.5164], [-2.2951, -0.8415, 2.4606], [-2.0251, -0.9491, 0.0996], [-3.2108, -1.6089, -0.1292], [-3.5560, -1.9195, -1.4364], [-2.7178, -1.5412, -2.4690], [-1.5509, -0.8568, -2.1697], [-1.2227, -0.5845, -0.9143], [1.6149, 1.1122, 2.2012], [2.4422, 1.6746, 3.1530], [3.4646, 2.5120, 2.7360], [3.6202, 2.7732, 1.3836], [2.7585, 2.1721, 0.4824], [1.7966, 1.3503, 0.8926], [-3.8181, -1.8786, 0.7231], [-4.4724, -2.4558, -1.6459], [-2.9557, -1.7605, -3.4996], [-0.8659, -0.5023, -2.9276], [2.2502, 1.4464, 4.1918], [4.1251, 2.9708, 3.4603], [4.3886, 3.4413, 1.0221], [2.7988, 2.3558, -0.5845], [-3.8145, -3.4701, 5.3767], [-2.8637, -3.7176, 4.2373], [-1.5409, -3.2906, 4.3083], [-0.6687, -3.5004, 3.2566], [-1.1245, -4.1333, 2.1104], [-2.4327, -4.5747, 2.0207], [-3.2939, -4.3696, 3.0878], [-0.0213, -4.3712, 0.7488], [-0.7793, -5.0326, -0.2957], [1.1326, -5.0883, 1.2559], [0.3126, -2.8551, 0.3800], [1.3468, -2.5602, -0.4054], [2.1480, -3.5310, -1.0870], [3.2099, -3.1549, -1.8501], [3.5359, -1.7989, -1.9775], [2.7305, -0.9020, -1.3378], [1.6696, -1.2354, -0.5724], [-3.4232, -2.7125, 6.0547], [-3.9840, -4.3833, 5.9525], [-4.7816, -3.1262, 5.0077], [-1.1999, -2.7566, 5.1865], [0.3536, -3.1486, 3.3032], [-2.7590, -5.0702, 1.1155], [-4.3259, -4.6967, 3.0138], [1.8863, -4.5710, -0.9757], [3.7941, -3.9100, -2.3627], [4.3699, -1.4550, -2.5709], [2.9093, 0.1604, -1.4351], [-0.6572, 2.1500, -0.3146], [-0.1934, 2.5575, -1.9031], [-1.4121, 2.3261, -2.9255], [0.9478, 1.3027, -2.0565], [0.5308, 3.9900, -1.9539]]}

***

{"formula": "C30H28F3IrN3O6S2", "method": "ωB97M-V/def2-TZVPD", "orbital_gap_ha": [0.2371, 0.1951], "e_above_lowest_kcal_mol": 44.1, "charge": 2, "multiplicity": 2, "homo_ev": [-13.79, -13.68], "species": ["Ir", "F", "C", "F", "F", "C", "C", "C", "C", "N", "C", "S", "H", "H", "H", "C", "O", "C", "C", "C", "C", "C", "C", "N", "C", "C", "C", "C", "C", "C", "C", "O", "H", "H", "H", "H", "H", "H", "H", "H", "H", "H", "H", "H", "H", "C", "C", "C", "C", "C", "C", "C", "S", "O", "O", "N", "C", "C", "C", "O", "O", "H", "H", "H", "H", "H", "H", "H", "H", "H", "H", "H", "H"], "xyz": [[0.6889, 0.3983, -0.1177], [-2.6164, -4.7528, 1.3765], [-2.0800, -3.8342, 0.5830], [-2.9849, -3.4911, -0.3479], [-1.0374, -4.3795, -0.0570], [-1.6459, -2.6150, 1.3610], [-1.8093, -2.5144, 2.7281], [-1.3662, -1.3706, 3.3981], [-0.7610, -0.3661, 2.6823], [-0.6131, -0.4727, 1.3523], [-1.0328, -1.5553, 0.7022], [-0.6533, -1.3545, -0.9704], [-2.2770, -3.3244, 3.2712], [-1.4875, -1.2679, 4.4661], [-0.4073, 0.5389, 3.1551], [1.1804, 4.0329, -4.1069], [0.1049, 3.4795, -3.3418], [-0.1466, 2.1598, -3.4508], [0.7459, 1.2280, -3.9733], [0.3883, -0.1070, -4.0680], [-0.8666, -0.5389, -3.6552], [-1.7611, 0.3790, -3.1412], [-1.4028, 1.7150, -3.0257], [-2.3830, 2.6513, -2.5854], [-2.2564, 3.7087, -1.8419], [-1.1662, 4.1098, -1.0204], [-1.1091, 5.4686, -0.6565], [-0.0691, 5.9696, 0.0854], [0.9519, 5.1034, 0.4858], [0.8981, 3.7590, 0.1825], [-0.1855, 3.2224, -0.5227], [-0.3885, 1.9223, -0.7170], [0.9974, 5.1020, -4.1465], [1.1908, 3.6236, -5.1167], [2.1375, 3.8437, -3.6193], [1.7235, 1.5516, -4.3003], [1.0986, -0.8190, -4.4657], [-1.1412, -1.5811, -3.7347], [-2.7454, 0.0643, -2.8135], [-3.3073, 2.4940, -2.9717], [-3.1226, 4.3647, -1.8450], [-1.8919, 6.1337, -1.0014], [-0.0303, 7.0184, 0.3413], [1.7947, 5.4892, 1.0451], [1.6918, 3.0885, 0.4786], [3.9000, 3.9466, 5.1014], [3.7308, 2.7542, 4.2061], [4.7892, 1.8655, 4.0065], [4.6451, 0.7458, 3.2120], [3.4258, 0.5163, 2.5788], [2.3582, 1.3781, 2.7716], [2.5127, 2.4889, 3.5830], [3.2522, -0.9996, 1.7153], [2.0393, -0.9913, 0.8444], [3.2535, -2.1012, 2.6190], [4.6144, -1.1083, 0.8503], [5.1115, -0.1396, -0.1403], [4.3603, -0.2006, -1.4740], [2.9619, 0.2833, -1.2760], [1.9622, -0.3164, -1.7625], [2.7269, 1.2683, -0.5119], [4.7751, 4.5282, 4.8115], [4.0549, 3.6218, 6.1315], [3.0245, 4.5922, 5.0799], [5.7383, 2.0558, 4.4915], [5.4630, 0.0490, 3.0849], [1.4019, 1.1834, 2.3047], [1.6758, 3.1562, 3.7483], [4.8699, -2.0790, 0.7047], [6.1643, -0.3583, -0.3023], [5.0361, 0.8580, 0.2892], [4.3180, -1.2233, -1.8475], [4.8574, 0.4174, -2.2247]]}

***

{"formula": "C16H22BrI2NO3S2SmTi", "method": "ωB97M-V/def2-TZVPD", "orbital_gap_ha": [0.1855, 0.1427], "e_above_lowest_kcal_mol": 0.0, "charge": 4, "multiplicity": 7, "homo_ev": [-20.04, -20.04], "species": ["I", "I", "Ti", "Sm", "S", "S", "C", "C", "C", "C", "C", "C", "C", "C", "C", "C", "C", "O", "O", "O", "H", "H", "H", "H", "H", "H", "H", "H", "H", "H", "H", "H", "H", "H", "H", "H", "H", "H", "Br", "C", "C", "C", "C", "N", "C", "H", "H", "H", "H"], "xyz": [[-0.6836, -3.5589, -0.4174], [-0.5479, -2.5758, -4.2722], [-0.2031, -0.0197, -3.4671], [-0.1361, -0.7884, 0.2468], [1.3245, -0.6887, -2.0205], [-1.8148, -0.1676, -1.8951], [1.8897, 0.1857, 1.6408], [3.3497, -0.7041, -1.9026], [-3.6387, 0.3862, -1.6432], [3.7920, -1.0296, -3.2913], [3.5461, 0.7453, -1.4554], [3.6769, -1.7085, -0.8307], [-4.3374, 0.2949, -2.9758], [-3.2997, 1.8215, -1.1829], [-4.1787, -0.4705, -0.5252], [1.3954, 1.5411, -4.0674], [-1.1491, 1.9256, -3.9072], [2.7730, 0.4340, 2.3485], [2.2131, 2.2016, -4.5445], [-1.8143, 2.8105, -4.2882], [3.4239, -0.3219, -4.0339], [3.4460, -2.0116, -3.6059], [4.8784, -1.0186, -3.3079], [3.1023, 1.4623, -2.1661], [4.6232, 0.9583, -1.3776], [3.0952, 0.9486, -0.4594], [3.2739, -1.4563, 0.1627], [4.7641, -1.7568, -0.7282], [3.3178, -2.7108, -1.0643], [-5.3394, 0.6815, -2.8155], [-4.3808, -0.7344, -3.3202], [-3.8417, 0.8749, -3.7574], [-4.2386, 2.3623, -0.9994], [-2.7041, 2.3608, -1.9401], [-2.6964, 1.7913, -0.2530], [-5.2037, -0.1535, -0.3258], [-3.5959, -0.3700, 0.3981], [-4.1628, -1.5265, -0.7831], [-3.6143, -2.3155, 4.2817], [-2.9277, -0.7121, 3.5011], [-3.4008, 0.5185, 3.9248], [-2.8970, 1.6404, 3.2888], [-1.9864, 1.5559, 2.2547], [-1.5533, 0.3306, 1.8104], [-1.9961, -0.8062, 2.4567], [-4.1229, 0.5908, 4.7276], [-3.2665, 2.6146, 3.5946], [-1.6231, 2.4722, 1.7823], [-1.6678, -1.8047, 2.1035]]}

***

{"formula": "C39H81BN5O5P", "method": "ωB97M-V/def2-TZVPD", "orbital_gap_ha": [0.3006, 0.2890], "multiplicity": 5, "homo_ev": [-7.75, -7.75], "species": ["C", "C", "C", "P", "B", "N", "O", "H", "H", "H", "H", "H", "H", "H", "H", "H", "C", "C", "C", "C", "C", "C", "N", "O", "C", "C", "C", "H", "H", "H", "H", "H", "H", "H", "H", "H", "H", "H", "H", "H", "H", "H", "H", "H", "H", "C", "C", "C", "C", "C", "C", "N", "O", "C", "C", "C", "H", "H", "H", "H", "H", "H", "H", "H", "H", "H", "H", "H", "H", "H", "H", "H", "H", "H", "C", "C", "C", "C", "C", "C", "N", "O", "C", "C", "C", "H", "H", "H", "H", "H", "H", "H", "H", "H", "H", "H", "H", "H", "H", "H", "H", "H", "H", "C", "C", "C", "C", "C", "C", "N", "O", "C", "C", "C", "H", "H", "H", "H", "H", "H", "H", "H", "H", "H", "H", "H", "H", "H", "H", "H", "H", "H"], "xyz": [[4.2119, 3.4041, 1.9570], [3.6737, 3.9325, 1.0276], [2.7943, 4.2698, -0.1134], [0.9499, 4.3555, 0.5055], [-0.8610, 4.4288, 1.2566], [-1.9601, 3.4820, 0.9971], [-1.1436, 5.4898, 2.1016], [4.6483, 2.7861, 2.7075], [2.9353, 3.5645, -0.9420], [3.0835, 5.2810, -0.4408], [0.6870, 3.0980, -0.1551], [0.7858, 5.6381, -0.1450], [1.4706, 4.3919, 1.8600], [-1.7772, 2.5996, 1.4756], [-1.9415, 3.2469, 0.0049], [-0.5378, 6.2165, 1.9116], [9.4677, 4.4359, 3.9543], [8.6539, 3.3402, 3.2166], [7.7545, 2.5984, 4.2126], [8.5110, 1.6319, 5.1195], [9.3696, 0.6803, 4.2932], [10.3051, 1.4083, 3.3216], [9.5860, 2.4221, 2.4974], [8.9125, 1.7993, 1.5772], [11.4456, 2.0744, 4.1160], [11.0121, 0.3698, 2.4487], [7.7512, 4.1103, 2.2482], [8.9863, 5.4107, 3.8783], [9.5819, 4.2325, 5.0198], [10.4604, 4.5593, 3.5207], [6.9947, 2.0282, 3.6662], [7.2109, 3.3204, 4.8267], [9.1275, 2.1799, 5.8377], [7.7970, 1.0553, 5.7120], [9.9544, 0.0441, 4.9614], [8.7090, 0.0089, 3.7339], [12.0840, 2.6684, 3.4589], [12.0758, 1.3175, 4.5847], [11.1004, 2.7167, 4.9235], [10.3107, -0.2713, 1.9162], [11.6282, -0.2848, 3.0657], [11.6644, 0.8491, 1.7157], [8.3409, 4.6465, 1.5017], [7.1524, 4.8427, 2.7900], [7.0476, 3.4623, 1.7279], [9.8921, -2.6142, -2.8229], [8.3859, -2.9440, -2.6507], [7.5699, -2.2540, -3.7509], [7.4133, -0.7494, -3.5447], [6.8747, -0.4504, -2.1491], [7.7046, -1.0988, -1.0366], [7.9399, -2.5515, -1.2820], [6.8443, -3.1963, -1.0092], [9.0440, -0.3520, -0.9006], [7.0057, -0.8567, 0.3033], [8.2908, -4.4567, -2.8709], [10.4140, -3.4001, -3.3693], [10.0616, -1.6905, -3.3773], [10.3979, -2.5338, -1.8605], [6.5695, -2.6972, -3.7979], [8.0313, -2.4400, -4.7238], [8.3659, -0.2370, -3.7061], [6.7246, -0.3504, -4.2933], [6.8354, 0.6306, -1.9973], [5.8397, -0.8042, -2.0903], [9.6906, -0.8402, -0.1697], [8.8808, 0.6678, -0.5555], [9.5961, -0.2649, -1.8351], [5.9799, -1.2262, 0.3102], [6.9565, 0.2120, 0.5142], [7.5486, -1.3337, 1.1223], [8.8414, -5.0020, -2.1017], [8.7156, -4.7192, -3.8402], [7.2611, -4.8130, -2.8745], [-6.8964, 2.7347, 1.2862], [-5.9667, 2.2824, 0.1301], [-6.7552, 2.2305, -1.1846], [-7.7007, 1.0367, -1.2842], [-6.9582, -0.2656, -1.0018], [-6.1993, -0.2439, 0.3289], [-5.3436, 0.9687, 0.4717], [-4.2856, 0.8116, -0.2676], [-7.2092, -0.3276, 1.4902], [-5.3794, -1.5306, 0.4505], [-4.9222, 3.3949, 0.0140], [-6.8108, 3.8050, 1.4724], [-7.9506, 2.5420, 1.0813], [-6.6352, 2.2474, 2.2259], [-6.0591, 2.1838, -2.0289], [-7.3238, 3.1546, -1.3110], [-8.5432, 1.1551, -0.5957], [-8.1328, 0.9977, -2.2873], [-7.6662, -1.0985, -1.0101], [-6.2585, -0.4540, -1.8229], [-6.7050, -0.2329, 2.4540], [-7.7187, -1.2926, 1.4830], [-7.9940, 0.4247, 1.4436], [-4.6984, -1.6708, -0.3884], [-6.0398, -2.3984, 0.4658], [-4.7948, -1.5396, 1.3725], [-4.3193, 3.4645, 0.9160], [-5.4119, 4.3580, -0.1383], [-4.2539, 3.2527, -0.8352], [-13.6771, -4.5936, -1.9373], [-12.3374, -4.8067, -2.6902], [-11.3581, -5.5882, -1.8050], [-10.7582, -4.7569, -0.6735], [-10.1476, -3.4694, -1.2177], [-11.1275, -2.6572, -2.0712], [-11.7873, -3.4870, -3.1183], [-10.9324, -3.6910, -4.0759], [-12.1842, -2.0111, -1.1538], [-10.3823, -1.4684, -2.6800], [-12.6996, -5.6903, -3.8876], [-14.4127, -5.3512, -2.2070], [-13.5659, -4.6463, -0.8535], [-14.1311, -3.6349, -2.1890], [-10.5360, -5.9723, -2.4181], [-11.8590, -6.4633, -1.3846], [-11.5154, -4.5327, 0.0833], [-9.9858, -5.3388, -0.1653], [-9.7863, -2.8576, -0.3868], [-9.2650, -3.7252, -1.8140], [-12.9444, -1.4910, -1.7399], [-11.7192, -1.2743, -0.4971], [-12.6876, -2.7189, -0.4985], [-9.5133, -1.7743, -3.2629], [-10.0124, -0.8090, -1.8936], [-11.0370, -0.8795, -3.3253], [-13.3839, -5.1751, -4.5645], [-13.1883, -6.6019, -3.5429], [-11.8234, -6.0015, -4.4556]]}